--- P ---
A single C5H12N2O molecule, computed with ωB97M-V/def2-TZVPD.

Element x y z (Å)
N (-2.484, -0.343, -1.217)
C (-1.046, -0.261, -0.833)
C (-0.362, -1.646, -0.811)
C (-0.989, 0.314, 0.600)
N (-0.105, 1.321, 0.909)
C (1.220, 1.371, 0.271)
C (2.218, 0.559, 1.079)
O (-1.797, -0.157, 1.375)
H (-2.427, -0.884, -2.072)
H (-2.925, -0.762, -0.409)
H (-0.554, 0.376, -1.560)
H (0.256, -1.838, 0.062)
H (0.199, -1.875, -1.724)
H (-1.150, -2.401, -0.736)
H (-0.135, 1.794, 1.799)
H (1.559, 2.409, 0.179)
H (1.101, 0.923, -0.722)
H (1.873, -0.480, 1.098)
H (3.209, 0.607, 0.634)
H (2.338, 0.972, 2.078)

The multiplicity is 1. The SMILES is CCNC(=O)[C@@H](C)N. For the lowest unoccupied orbital energy, the calculation gives 0.94 eV. As for the HOMO-LUMO gap: 10.22 eV.

--- Q ---
2 unconnected molecules or ions with the total composition C5H12N2O, computed with ωB97M-V/def2-TZVPD.

Element x y z (Å)
N (-2.604, -0.321, -0.897)
C (-2.074, 0.531, 0.114)
C (-0.805, 0.416, 0.656)
N (0.033, -0.646, 0.166)
C (2.264, -1.479, -0.272)
C (1.435, -0.280, 0.186)
C (1.729, 0.973, -0.681)
O (-0.335, 1.225, 1.546)
H (-3.055, -1.151, -0.520)
H (-1.786, -0.689, -1.575)
H (-2.710, 1.242, 0.472)
H (-1.107, -0.985, -2.214)
H (-0.307, -0.848, -0.746)
H (1.983, -1.723, -1.295)
H (2.009, -2.361, 0.329)
H (3.358, -1.234, -0.296)
H (1.618, 0.002, 1.277)
H (2.814, 1.198, -0.676)
H (1.388, 0.747, -1.706)
H (1.175, 1.814, -0.322)

The multiplicity is 1. For the lowest unoccupied orbital energy, the calculation gives -2.72 eV. As for the HOMO-LUMO gap: 5.86 eV.

--- R ---
A single C5H12N2O molecule, computed with ωB97M-V/def2-TZVPD.

Element x y z (Å)
C (0.664, -0.266, -1.486)
C (0.784, -1.039, 0.909)
C (0.369, 0.105, -0.019)
O (2.483, 1.231, 0.067)
N (1.095, 1.303, 0.408)
H (2.945, 1.214, 0.916)
H (0.346, 0.542, -2.141)
H (0.142, -1.177, -1.767)
H (1.733, -0.416, -1.609)
H (0.554, -0.784, 1.941)
H (0.290, -1.968, 0.645)
H (1.858, -1.188, 0.821)
C (-2.064, -0.676, 0.368)
C (-1.111, 0.444, 0.059)
N (-1.446, 1.631, -0.192)
H (-2.448, 1.813, -0.169)
H (0.714, 2.101, -0.099)
H (-3.093, -0.343, 0.240)
H (-1.884, -1.526, -0.287)
H (-1.929, -1.004, 1.396)

The multiplicity is 1. The SMILES is [H]/N=C(\C)C(C)(C)NO. For the lowest unoccupied orbital energy, the calculation gives 0.90 eV. As for the HOMO-LUMO gap: 9.95 eV.

Most stable: P (next structure +153.8 kJ/mol)

--- P ---
A single C5H12N2O molecule, computed with ωB97M-V/def2-TZVPD.

Element x y z (Å)
C (-0.163, -0.970, -1.258)
N (1.346, -1.154, -1.528)
C (2.235, -0.123, -1.625)
O (1.926, 1.008, -1.964)
C (-0.537, -0.535, 0.314)
C (-0.646, 1.001, 0.434)
C (-0.339, 1.654, 1.707)
N (-1.659, -1.287, 0.856)
H (-0.545, -0.259, -2.034)
H (-0.473, -1.983, -1.398)
H (1.615, -1.894, -0.862)
H (3.223, -0.435, -1.422)
H (0.425, -0.741, 0.901)
H (-1.516, 1.374, -0.152)
H (0.274, 1.330, -0.170)
H (-0.710, 1.020, 2.482)
H (-0.760, 2.642, 1.699)
H (0.727, 1.694, 1.985)
H (-2.496, -1.026, 0.282)
H (-1.928, -1.315, 1.751)

The multiplicity is 1. The SMILES is CC[C@@H](N)CNC=O. For the lowest unoccupied orbital energy, the calculation gives 0.91 eV. As for the HOMO-LUMO gap: 10.11 eV.

--- Q ---
2 unconnected molecules or ions with the total composition C5H12N2O, computed with ωB97M-V/def2-TZVPD.

Element x y z (Å)
C (-0.910, -1.304, 1.953)
C (-1.112, -0.903, 0.505)
N (-0.933, 0.428, 0.128)
C (-0.522, 0.553, -1.252)
C (-0.233, 1.307, 0.970)
C (2.198, 0.581, -0.345)
N (2.409, 0.599, -1.680)
O (-1.443, -1.734, -0.309)
H (-1.501, -0.638, 2.585)
H (0.139, -1.201, 2.219)
H (-1.305, -2.304, 2.083)
H (0.308, -0.089, -1.505)
H (-1.343, 0.283, -1.915)
H (-0.264, 1.589, -1.438)
H (-0.783, 1.543, 1.878)
H (-0.123, 2.198, 0.363)
H (3.097, 0.506, 0.274)
H (1.289, 1.284, 0.010)
H (2.710, 1.517, -2.001)
H (1.340, -0.016, 0.025)

The multiplicity is 1. For the lowest unoccupied orbital energy, the calculation gives -1.98 eV. As for the HOMO-LUMO gap: 5.46 eV.

Most stable: P (next structure +547.3 kJ/mol)

--- P ---
A single C5H12N2O molecule, computed with ωB97M-V/def2-TZVPD.

Element x y z (Å)
N (-1.705, -0.694, 2.373)
C (-0.756, -0.865, 1.296)
C (0.146, 0.352, 1.103)
N (0.845, 0.442, -0.061)
C (1.040, -0.632, -1.035)
C (0.088, -0.564, -2.223)
C (0.004, 0.795, -2.910)
O (0.193, 1.235, 1.946)
H (-2.034, 0.261, 2.452)
H (-1.362, -1.096, 3.227)
H (-1.265, -1.059, 0.348)
H (-0.145, -1.735, 1.514)
H (1.384, 1.288, -0.141)
H (0.960, -1.591, -0.514)
H (2.092, -0.605, -1.323)
H (0.346, -1.361, -2.923)
H (-0.891, -0.881, -1.840)
H (-0.135, 0.633, -3.984)
H (-0.841, 1.372, -2.541)
H (0.891, 1.433, -2.774)

The multiplicity is 1. The SMILES is CCCNC(=O)CN. For the lowest unoccupied orbital energy, the calculation gives 0.88 eV. As for the HOMO-LUMO gap: 10.04 eV.

--- Q ---
2 unconnected molecules or ions with the total composition C5H12N2O, computed with ωB97M-V/def2-TZVPD.

Element x y z (Å)
C (-0.262, -1.056, -1.803)
C (1.467, 0.196, 1.400)
N (0.001, -0.666, -0.419)
C (0.945, 0.364, -0.015)
C (1.801, 0.902, -0.933)
H (-0.222, -1.362, 0.287)
H (0.658, -1.344, -2.312)
H (-0.700, -0.207, -2.330)
H (-0.980, -1.878, -1.814)
H (2.387, -0.395, 1.433)
H (1.673, 1.188, 1.811)
H (0.741, -0.273, 2.070)
H (2.660, 1.474, -0.604)
H (1.626, 0.862, -2.000)
N (-2.162, -0.121, 1.399)
C (-1.765, 0.557, 0.261)
O (-2.554, 0.941, -0.582)
H (-1.514, -0.213, 2.167)
H (-3.160, -0.151, 1.560)
H (-0.638, 1.183, 0.424)

The multiplicity is 1. The SMILES is C=C(C)NC.NC=O. For the lowest unoccupied orbital energy, the calculation gives 0.78 eV. As for the HOMO-LUMO gap: 9.13 eV.

--- R ---
A single C5H12N2O molecule, computed with ωB97M-V/def2-TZVPD.

Element x y z (Å)
C (1.173, 0.109, -0.285)
C (1.896, 1.411, -0.002)
C (-2.330, -1.178, -0.602)
C (-0.918, 0.732, 1.242)
C (-0.293, 0.030, 0.090)
N (1.403, -0.592, -1.397)
O (1.420, -0.766, 1.166)
N (-0.964, -0.709, -0.730)
H (1.603, -1.628, 0.768)
H (-0.277, -1.036, -1.475)
H (2.307, -0.396, -1.805)
H (1.697, 1.799, 0.996)
H (2.969, 1.230, -0.077)
H (1.615, 2.161, -0.744)
H (-2.660, -1.559, -1.566)
H (-2.397, -1.984, 0.134)
H (-2.996, -0.369, -0.299)
H (-0.159, 1.050, 1.948)
H (-1.463, 1.609, 0.877)
H (-1.626, 0.087, 1.763)

The multiplicity is 1. For the lowest unoccupied orbital energy, the calculation gives 0.70 eV. As for the HOMO-LUMO gap: 8.39 eV.

Most stable: P (next structure +208.2 kJ/mol)

--- P ---
3 unconnected molecules or ions with the total composition C5H12N2O, computed with ωB97M-V/def2-TZVPD.

Element x y z (Å)
C (-3.582, 0.130, -0.421)
N (-2.935, 0.485, 0.701)
C (-1.660, -0.051, 0.829)
C (-0.744, 0.901, 0.049)
C (2.808, 0.723, 0.165)
C (3.406, -0.066, -0.734)
N (0.914, -1.437, 0.293)
O (-3.347, -0.816, -1.173)
H (-4.419, 0.821, -0.677)
H (-1.450, -0.965, 0.222)
H (-1.318, -0.300, 1.836)
H (-1.031, 0.869, -1.010)
H (0.337, 0.543, 0.174)
H (-0.762, 1.977, 0.300)
H (2.744, 1.815, 0.135)
H (0.984, -2.081, 1.085)
H (4.203, 0.294, -1.376)
H (2.963, -1.052, -0.695)
H (2.162, 0.183, 0.855)
H (0.727, -1.972, -0.558)

The multiplicity is 1. For the lowest unoccupied orbital energy, the calculation gives -4.19 eV. As for the HOMO-LUMO gap: 4.39 eV.

--- Q ---
2 unconnected molecules or ions with the total composition C5H12N2O, computed with ωB97M-V/def2-TZVPD.

Element x y z (Å)
C (-2.222, 1.461, 1.378)
C (-1.701, 0.061, 1.242)
C (-2.411, -0.928, 0.727)
O (-1.909, -2.197, 0.621)
H (-1.618, 2.160, 0.798)
H (-3.249, 1.523, 1.021)
H (-2.209, 1.790, 2.418)
H (-0.698, -0.158, 1.596)
H (-3.421, -0.787, 0.360)
H (-2.562, -2.767, 0.213)
C (1.758, 0.325, -0.680)
C (2.666, -0.338, -1.367)
N (3.073, -1.662, -0.998)
N (1.342, 1.640, -1.066)
H (1.295, -0.146, 0.183)
H (3.128, 0.122, -2.239)
H (4.065, -1.677, -0.792)
H (2.920, -2.311, -1.760)
H (1.374, 2.269, -0.272)
H (0.379, 1.621, -1.384)

The multiplicity is 1. The SMILES is C/C=C/O.N/C=C/N. For the lowest unoccupied orbital energy, the calculation gives 0.84 eV. As for the HOMO-LUMO gap: 9.52 eV.

Most stable: Q (next structure +638.0 kJ/mol)